Density functional theory data (wB97M-V/def2-TZVPD) for 2 unconnected molecules or ions with the total composition C21H19F2O2.

Properties
charge = +1
LUMO = -4.92 eV

Each line ends with the Löwdin charge.
Atoms and positions in Å:
C -0.503 -3.378 -0.804  -0.02
C 0.695 0.091 -0.361  -0.06
H 3.962 -3.578 -2.210  0.10
C -2.875 0.527 -0.384  0.00
H -3.673 -2.673 1.697  0.13
H 1.940 -3.058 -1.002  0.10
H 1.920 1.881 -0.321  0.13
H -0.109 -3.648 -1.796  0.11
C 1.953 -1.997 -0.753  0.06
H -0.214 0.580 -0.867  0.18
F 0.806 6.226 0.714  0.06
C 0.219 5.001 0.920  -0.22
H 0.597 2.236 2.846  0.13
H -1.571 -3.602 -0.748  0.10
H -4.558 -0.061 -1.620  0.13
C 3.130 0.137 -0.659  0.02
C -1.194 3.232 0.118  0.01
H 4.078 -3.817 -0.430  0.10
C -4.215 -1.429 0.015  -0.23
H -0.067 0.289 1.648  0.14
H -1.078 5.198 -0.793  0.13
C 1.936 0.790 -0.410  -0.01
H 1.461 4.566 2.639  0.13
C -2.393 -0.936 1.487  -0.01
H -1.849 -1.128 2.422  0.13
C -0.729 4.548 0.012  0.02
C 3.164 -1.264 -0.870  -0.20
C 4.477 -3.271 -1.293  -0.03
C 0.714 4.184 1.944  0.02
H 0.044 -3.928 -0.024  0.11
C 0.760 -1.341 -0.472  -0.21
C -0.595 2.316 1.019  -0.21
H 5.542 -3.492 -1.392  0.10
C -0.743 0.849 0.984  0.00
O 4.383 -1.839 -1.107  -0.05
C -3.965 -0.282 -0.739  0.03
C 0.287 2.853 1.995  -0.01
O -0.450 -1.956 -0.560  -0.08
C -3.464 -1.755 1.142  0.01
H -2.710 1.436 -0.955  0.10
C -2.027 0.183 0.692  -0.21
H -2.062 2.956 -0.475  0.10
H 4.057 0.720 -0.761  0.14
F -5.080 -2.369 -0.490  0.06

Density functional theory data (wB97M-V/def2-TZVPD) for 2 unconnected molecules or ions with the total composition C3H3F3NO2.

Properties
charge = -1
LUMO (alpha / beta) = 3.94 / 3.94 eV

Each line ends with the Löwdin charge.
Atoms and positions in Å:
H 1.523 1.084 0.307  0.06
C -1.761 0.936 0.265  -0.32
H -0.476 0.778 0.086  0.13
F -2.585 1.531 1.250  -0.01
F -2.318 -0.330 0.211  0.01
H 1.255 1.052 -1.268  0.04
C 1.038 0.476 -0.441  -0.16
C 1.392 -1.863 0.271  -0.82
F -2.334 1.528 -0.915  -0.05
N 0.820 -0.826 -0.470  0.07
O 1.310 -2.234 1.397  0.04
O 2.136 -2.131 -0.694  0.01

| no. | E_tot (Ha) | F_max (eV/A) |
| --- | --- | --- |
| 1 | -1161.4911 | 1.89 |
| 2 | -620.8918 | 4.21 |